Version P
{"formula": "C5H14BrNO", "method": "ωB97M-V/def2-TZVPD", "elements": ["Br", "C", "N", "C", "C", "C", "C", "O", "H", "H", "H", "H", "H", "H", "H", "H", "H", "H", "H", "H", "H", "H"], "positions_angstrom": [[-1.4526, -4.2837, 0.0723], [-1.1340, -0.6819, -0.6465], [0.0830, -0.3303, 0.1500], [0.4218, -1.4482, 1.1404], [1.2012, -0.3428, -0.8371], [0.1110, 0.9722, 0.8889], [0.0607, 2.2240, 0.0261], [-1.1514, 2.2169, -0.7135], [-1.2025, -0.0553, -1.5269], [-2.0084, -0.5094, -0.0222], [-1.1006, -1.7340, -0.8889], [0.2731, -2.4218, 0.6713], [-0.2704, -1.2753, 1.9604], [1.4464, -1.3145, 1.4799], [1.2621, -1.3227, -1.3110], [2.1477, -0.1068, -0.3556], [1.0239, 0.3159, -1.6857], [1.0576, 0.9374, 1.4294], [-0.6770, 0.9563, 1.6399], [0.9222, 2.2954, -0.6388], [0.0911, 3.1178, 0.6513], [-1.1049, 2.7905, -1.4837]], "nbo_charge": [-0.9435, -0.4297, -0.2050, -0.4197, -0.4241, -0.2281, -0.0832, -0.7286, 0.2215, 0.2300, 0.2868, 0.3029, 0.2197, 0.2012, 0.2523, 0.2155, 0.2195, 0.2215, 0.2355, 0.1755, 0.1941, 0.4858], "spin_multiplicity": 1, "homo_ev": -6.8, "orbital_gap_ev": 6.63}

Version Q
{"formula": "C5H14BrNO", "method": "ωB97M-V/def2-TZVPD", "elements": ["Br", "C", "N", "C", "C", "C", "C", "O", "H", "H", "H", "H", "H", "H", "H", "H", "H", "H", "H", "H", "H", "H"], "positions_angstrom": [[-1.5005, -2.8141, 5.3120], [0.5565, -0.7619, -1.7332], [0.2628, 0.4024, -0.7963], [1.0785, 1.6376, -1.4167], [-1.2575, 0.8187, -0.9240], [0.6237, 0.0813, 0.6838], [-0.3744, -0.7655, 1.5315], [0.1553, -1.4016, 2.6782], [0.1777, -1.6850, -1.2943], [1.6433, -0.7777, -1.8149], [0.1038, -0.6575, -2.7192], [0.9569, 2.5216, -0.7908], [0.6510, 1.9315, -2.3754], [2.1452, 1.4144, -1.3945], [-1.5415, 1.0950, -1.9394], [-1.4864, 1.6216, -0.2233], [-1.9503, 0.0172, -0.6675], [0.7120, 1.1045, 1.0491], [1.6067, -0.3708, 0.8162], [-0.7964, -1.5251, 0.8735], [-1.2391, -0.1891, 1.8604], [-0.5271, -1.6974, 3.2852]], "nbo_charge": [-0.9508, -0.4118, -0.2147, -0.3964, -0.4192, -0.2299, -0.0740, -0.7338, 0.2427, 0.2237, 0.2272, 0.2311, 0.2330, 0.2346, 0.2271, 0.2368, 0.2463, 0.2079, 0.2483, 0.1521, 0.1840, 0.5357], "spin_multiplicity": 1, "homo_ev": -6.0, "orbital_gap_ev": 5.21}

Stability summary: most stable version P, least stable version Q.

Version P
{"formula": "C2H4BrN", "method": "ωB97M-V/def2-TZVPD", "elements": ["C", "C", "N", "Br", "H", "H", "H", "H"], "positions_angstrom": [[0.6715, 0.0571, 0.4005], [-1.5788, -0.0573, -0.2320], [1.4759, -0.1931, -0.4589], [3.3623, -0.1598, -0.1772], [0.7167, 0.4805, 1.3586], [-1.4486, 0.9608, -0.4614], [-1.6564, -0.4380, 0.6886], [-1.5424, -0.6503, -1.1181]], "nbo_charge": [0.1271, -0.4958, -0.4926, 0.1028, 0.1691, 0.1990, 0.1895, 0.2008], "spin_multiplicity": 1, "homo_ev": [-8.6, -8.5], "orbital_gap_ev": [7.78, 7.87]}

Version Q
{"formula": "C2H4BrN", "method": "ωB97M-V/def2-TZVPD", "elements": ["C", "C", "N", "Br", "H", "H", "H", "H"], "positions_angstrom": [[-2.2744, 0.7580, -0.8370], [0.6090, -0.7142, 0.3526], [-1.0529, 0.8388, -0.7170], [-3.6389, -0.2241, 0.1977], [-2.8548, 1.2754, -1.5979], [1.2002, 0.1291, 0.1548], [0.7456, -1.6951, -0.1254], [-0.0277, -0.7177, 1.2215]], "nbo_charge": [-0.0684, -0.3966, -0.2632, -0.0314, 0.2200, 0.1838, 0.1795, 0.1763], "spin_multiplicity": 1, "homo_ev": [-9.9, -8.6], "orbital_gap_ev": [9.93, 6.95]}

Stability summary: most stable version Q, least stable version P.

Version P
{"formula": "C2H4BrN", "method": "ωB97M-V/def2-TZVPD", "elements": ["C", "C", "N", "Br", "H", "H", "H", "H"], "positions_angstrom": [[0.1437, 0.2299, -0.8867], [0.2652, -0.0094, 1.5883], [0.4446, 0.2322, 0.3767], [-1.6850, -1.0724, -2.5580], [-0.4184, 1.0769, -1.2445], [0.8990, -0.1809, -1.5341], [0.9163, 0.3742, 2.3548], [-0.5653, -0.6505, 1.9036]], "nbo_charge": [0.0402, 0.0314, -0.3237, -0.6485, 0.2520, 0.2415, 0.2042, 0.2028], "spin_multiplicity": 1, "homo_ev": -8.4, "orbital_gap_ev": 7.45}

Version Q
{"formula": "C2H4BrN", "method": "ωB97M-V/def2-TZVPD", "elements": ["C", "C", "N", "Br", "H", "H", "H", "H"], "positions_angstrom": [[-0.6527, -0.0510, -0.0200], [1.3630, 0.1708, 0.0041], [-1.7805, 0.6647, 0.0345], [-3.3525, -0.2598, 0.0505], [-0.6623, -1.0744, -0.1369], [1.4167, 1.0585, -0.5139], [1.9251, -0.6678, -0.5137], [1.7431, 0.1590, 1.0954]], "nbo_charge": [0.1417, -0.5691, -0.5413, 0.1929, 0.1338, 0.2028, 0.2152, 0.2239], "spin_multiplicity": 1, "homo_ev": -9.6, "orbital_gap_ev": 9.74}

Stability summary: most stable version P, least stable version Q.

Version P
{"formula": "C7H7NOS", "method": "ωB97M-V/def2-TZVPD", "elements": ["C", "C", "C", "C", "C", "C", "C", "N", "O", "S", "H", "H", "H", "H", "H", "H", "H"], "positions_angstrom": [[1.7255, 1.7905, 0.0266], [-1.0470, 0.0058, -0.3511], [2.5371, 0.6651, 0.5128], [-0.3345, -1.2507, -0.0318], [0.4374, 1.9379, -0.1682], [0.9548, -1.5970, 0.1438], [-1.3925, -2.3151, 0.0576], [-0.6780, 1.2459, -0.0010], [-1.8710, 2.0758, 0.1093], [2.4309, -0.9088, -0.1691], [2.2136, 2.7026, -0.3798], [-1.9874, -0.0068, -0.7069], [3.4681, 1.0054, 1.0823], [-1.3768, -3.0350, -0.8749], [-1.0331, -3.0920, 0.8302], [-2.4811, -2.0775, 0.2693], [-1.5661, 2.8537, -0.3491]], "nbo_charge": [-0.3539, 0.0396, -0.3772, -0.1643, -0.0256, -0.2312, -0.6442, -0.0330, -0.5454, 0.4927, 0.2407, 0.2036, 0.2253, 0.2288, 0.2391, 0.2279, 0.4771], "spin_multiplicity": 1, "homo_ev": [-7.8, -7.6], "orbital_gap_ev": [6.56, 6.39]}

Version Q
{"formula": "C7H7NOS", "method": "ωB97M-V/def2-TZVPD", "elements": ["C", "C", "C", "C", "C", "C", "C", "N", "O", "S", "H", "H", "H", "H", "H", "H", "H"], "positions_angstrom": [[0.5866, -1.8532, 0.2600], [-0.6698, 1.7213, -0.2135], [-1.7311, -1.0122, -0.5343], [1.7942, -1.2959, 0.0074], [-0.5840, -1.1969, 0.0993], [0.3445, 0.9131, -0.1719], [-1.9608, 1.1292, 0.3312], [2.9573, 1.0127, 0.4383], [-2.4767, 0.1632, -0.5261], [1.9169, 0.3482, -0.5995], [0.7652, -2.8844, 0.6176], [-0.7737, 2.7835, -0.4685], [-2.0704, -1.8180, -1.2140], [2.5977, -2.0279, 0.0184], [-1.6431, 0.5483, 1.2266], [-2.7947, 1.8425, 0.5213], [3.7418, 1.6263, 0.2077]], "nbo_charge": [-0.2774, -0.2902, 0.0974, -0.4159, -0.0689, -0.1601, -0.0930, -1.1776, -0.4659, 1.1142, 0.2459, 0.2394, 0.2106, 0.2443, 0.2033, 0.2104, 0.3836], "spin_multiplicity": 1, "homo_ev": -8.4, "orbital_gap_ev": 7.94}

Stability summary: most stable version Q, least stable version P.

Version P
{"formula": "C2H4N6", "method": "ωB97M-V/def2-TZVPD", "elements": ["C", "C", "H", "H", "H", "H", "N", "N", "N", "N", "N", "N"], "positions_angstrom": [[1.2718, -0.1886, 0.7076], [0.2830, -0.2668, -0.3935], [-0.9601, 0.6219, 1.2427], [-0.7032, 1.5222, 2.8806], [2.1927, -0.7365, 0.6169], [-0.8097, -1.1822, -3.0525], [-0.2232, 0.8901, 2.0010], [1.0014, 0.3338, 1.8634], [-0.9030, 0.4634, -0.4685], [-1.3407, 0.1428, -1.6769], [-0.4141, -0.6450, -2.1903], [0.6050, -0.9551, -1.5304]], "nbo_charge": [-0.1084, 0.1995, 0.3956, 0.4084, 0.2129, 0.4196, -0.6670, -0.1545, -0.3051, -0.0498, -0.1315, -0.2197], "spin_multiplicity": 1, "homo_ev": -8.4, "orbital_gap_ev": 9.18}

Version Q
{"formula": "C2H4N6", "method": "ωB97M-V/def2-TZVPD", "elements": ["C", "C", "H", "H", "H", "H", "N", "N", "N", "N", "N", "N"], "positions_angstrom": [[-1.8194, 0.2810, 0.0260], [0.4801, 0.3992, -0.1407], [-3.0328, -1.0194, 0.3951], [-2.6707, 1.1399, 0.3331], [2.1260, 1.8941, 0.2917], [0.1143, -1.6286, -0.1110], [-2.0217, -0.9434, -0.1361], [-0.6611, 1.0496, -0.2489], [1.7802, 0.9261, -0.1722], [2.8165, -0.0735, 0.0659], [2.0818, -1.1502, -0.0432], [0.8067, -0.8747, -0.2599]], "nbo_charge": [0.2754, 0.5481, 0.3610, 0.1432, 0.4323, 0.4605, -0.7316, -0.6082, -0.4485, -0.0089, -0.0201, -0.4032], "smiles": "[H]/N=C/N=c1[nH]nn[nH]1", "spin_multiplicity": 1, "homo_ev": -9.1, "orbital_gap_ev": 9.76}

Version R
{"formula": "C2H4N6", "method": "ωB97M-V/def2-TZVPD", "elements": ["C", "C", "H", "H", "H", "H", "N", "N", "N", "N", "N", "N"], "positions_angstrom": [[0.4872, 0.4507, -0.2218], [-1.5938, 0.8595, 0.2877], [2.1301, -1.3076, 0.1788], [3.5388, -0.4899, 0.5058], [-2.5771, 1.2595, 0.1462], [-2.8053, -0.8139, 0.4331], [2.3475, -0.4468, 0.5113], [1.6948, 0.8293, -0.0627], [-0.4817, 1.4325, -0.3045], [-1.8139, -0.5172, 0.5614], [-0.9894, -1.3154, -0.2826], [0.1503, -0.9122, -0.6598]], "nbo_charge": [0.3509, 0.2254, 0.3502, 0.3608, 0.1885, 0.4088, -0.7098, -0.1944, -0.3810, -0.4577, 0.0460, -0.1877], "smiles": "N/N=c1/nc[nH]nn1", "spin_multiplicity": 1, "homo_ev": -8.6, "orbital_gap_ev": 8.50}

Stability summary: most stable version Q, least stable version R.

Version P
{"formula": "C2H4N6", "method": "ωB97M-V/def2-TZVPD", "elements": ["C", "C", "H", "H", "H", "H", "N", "N", "N", "N", "N", "N"], "positions_angstrom": [[-0.2044, -2.0778, 0.9384], [-0.1342, 0.1551, -0.1056], [-2.2500, -2.1663, 1.2906], [1.0450, -2.3032, 0.9230], [0.0958, 3.1501, -0.4754], [-1.2601, 1.0266, -1.7991], [-1.2002, -2.8986, 1.3260], [-0.7483, -0.8232, 0.3361], [1.3785, 0.5164, -0.0102], [1.4890, 1.6250, -0.4397], [0.3823, 2.1495, -1.0233], [-0.6727, 1.1208, -0.8940]], "nbo_charge": [0.1985, 0.4881, 0.3512, 0.2189, 0.3944, 0.4406, -0.5954, -0.5445, -0.1916, 0.0333, -0.2962, -0.4973], "spin_multiplicity": 1, "homo_ev": -9.3, "orbital_gap_ev": 9.39}

Version Q
{"formula": "C2H4N6", "method": "ωB97M-V/def2-TZVPD", "elements": ["C", "C", "H", "H", "H", "H", "N", "N", "N", "N", "N", "N"], "positions_angstrom": [[-0.7188, 0.4990, -0.0002], [0.4263, -0.3025, -0.0701], [-1.8026, 1.5828, 1.4393], [0.1324, 1.2583, 1.7255], [-2.2548, 1.3567, -0.7025], [0.4458, -1.3104, -2.0075], [-0.6608, 1.2416, 1.1039], [-1.6209, 0.4742, -0.8823], [1.3631, -0.5403, 0.8740], [2.0779, -1.5249, 0.4700], [1.8250, -1.7606, -0.8372], [0.7875, -0.9738, -1.1129]], "nbo_charge": [0.3575, 0.2226, 0.4024, 0.4314, 0.3330, 0.4550, -0.7996, -0.6867, -0.2675, -0.0543, -0.0954, -0.2984], "smiles": "[H]/N=C(\\N)c1nnn[nH]1", "spin_multiplicity": 1, "homo_ev": -9.8, "orbital_gap_ev": 10.11}

Stability summary: most stable version Q, least stable version P.